[1]
H28O14 | ωB97M-V/def2-TZVPD

CARTESIAN COORDINATES (ANGSTROEM)
O -4.3818 -2.4489 0.4415
H -4.2867 -1.6437 -0.0853
H -3.9157 -2.3751 1.2741
O -1.1209 -0.9547 -1.5825
H -0.3807 -0.8224 -0.9782
H -1.0653 -1.7875 -2.0621
O 1.8548 2.1072 0.6357
H 1.8973 1.6151 1.4625
H 2.7119 2.5140 0.4768
O 1.6675 -0.6368 1.7983
H 1.1052 0.1194 1.9945
H 1.6599 -0.9637 0.8878
O -2.3883 1.8586 -2.8648
H -2.1420 1.1504 -2.2647
H -1.9865 1.8381 -3.7401
O -2.8110 3.3650 1.2567
H -2.7845 3.9438 2.0248
H -3.0239 3.9289 0.5031
O 4.2781 -0.3968 -2.4197
H 3.3624 -0.1137 -2.6215
H 4.8482 0.3704 -2.3054
O 1.3415 -0.1747 -1.8541
H 0.8385 0.5312 -2.3337
H 1.5855 -0.8756 -2.4907
O 0.3515 -2.4855 3.6192
H 1.0182 -2.1783 4.2473
H 0.8724 -2.4774 2.8035
O -3.4494 0.0474 -0.8446
H -2.6109 -0.4033 -1.0892
H -3.4239 0.9834 -0.6534
O 1.7764 4.6492 1.4886
H 1.4456 4.1592 0.7136
H 1.4784 3.9524 2.0941
O 0.0321 -4.1078 -0.7874
H -0.8346 -4.5380 -0.8587
H 0.4495 -4.4263 0.0205
O -0.2080 2.0494 1.9694
H -1.0574 1.9333 2.3999
H -0.2873 2.2083 1.0170
O 2.4965 -3.4990 -0.1777
H 2.5633 -3.4677 -1.1434
H 2.5241 -2.5478 0.0282

Values from the calculation:
* charge: -1
* Kohn-Sham gap (spin up / spin down): 0.0970 / 0.3776 hartree
* HOMO (spin up / spin down): -0.0092 / -0.2949 hartree
* energy relative to the best compared isomer or geometry (same formula, charge and spin): 2.222 eV
* multiplicity: 2
* LUMO (spin up / spin down): 2.4 / 2.3 eV

[2]
H28O14 | ωB97M-V/def2-TZVPD

CARTESIAN COORDINATES (ANGSTROEM)
H -0.2437 -0.7043 -1.1150
H 0.4055 0.1189 -0.0097
H 1.3490 -1.3278 1.5506
H 1.9545 -0.3303 2.4404
H 1.3318 -2.5151 -4.3166
H 0.6448 -3.8267 -4.1854
H -4.1032 -0.3741 -2.4189
H -2.9029 -1.0825 -1.9904
H -0.4119 2.3930 0.8770
H -0.4335 3.1943 2.1782
H 0.1501 3.7588 -0.4386
H -0.1222 3.9056 -1.9411
H 3.3220 -3.5282 2.5612
H 2.4218 -2.4796 1.9403
H 2.9693 -2.4678 0.1338
H 1.7255 -3.1259 -0.4437
H 1.7204 2.6917 2.9974
H 2.1059 3.5965 4.1852
H -1.3435 0.5920 -4.5510
H 0.0371 -0.0295 -5.1704
H -2.6559 -3.0856 1.6384
H -1.9436 -3.4898 2.9454
H -3.0962 1.1424 -0.5368
H -4.2973 0.7292 0.3223
H -1.5220 0.4274 3.5967
H -2.4653 1.4683 2.9390
H 1.5880 1.3120 -1.5616
H 2.8180 1.8834 -2.3872
O 0.1217 0.1266 -0.9693
O 1.5789 -0.3772 1.6080
O 1.0436 -3.1201 -3.6583
O -3.1155 -0.2879 -2.4449
O -0.7497 2.2911 1.7761
O 0.6176 3.6662 -1.2678
O 3.0241 -2.6041 2.6439
O 2.0837 -2.7638 0.3507
O 2.3734 2.9002 3.5708
O -0.8254 0.4991 -5.3272
O -1.7219 -3.3350 2.0295
O -3.5390 1.3738 0.2238
O -2.3175 0.9941 3.7114
O 2.4237 1.7907 -1.4863

Values from the calculation:
* Kohn-Sham gap: 0.3546 hartree
* HOMO: -0.3668 hartree
* energy relative to the best compared isomer or geometry (same formula, charge and spin): 4.165 eV
* LUMO: -0.3 eV

[3]
H28O14 | ωB97M-V/def2-TZVPD

CARTESIAN COORDINATES (ANGSTROEM)
H -0.4209 0.8130 -0.2270
H 0.8672 0.6160 -1.0092
H 1.9755 -2.8088 -0.8911
H 3.4196 -3.0916 -1.2712
H -0.1409 -3.5088 0.4874
H -0.7686 -4.8638 0.2042
H -2.2145 -1.1035 2.1087
H -1.6223 -1.9940 3.1886
H 3.3709 1.6502 2.1792
H 4.8847 1.5432 2.2625
H -4.0951 1.0743 -3.4859
H -3.0711 0.9701 -2.3675
H 0.8256 -0.4304 -2.9829
H 2.1817 -0.9968 -3.3706
H 1.4151 2.1472 -2.8016
H 2.7996 1.5347 -2.9363
H 1.1827 3.1255 2.5390
H 0.8464 3.3746 4.0002
H 2.7457 3.1707 -1.4579
H 2.9364 2.3161 -0.2156
H -5.2622 1.1298 1.6891
H -4.5693 0.2406 0.6698
H -0.0514 -2.2554 2.8637
H 1.2053 -3.0974 3.0114
H -3.3639 1.6722 -0.5840
H -1.8833 1.9625 -0.7674
H -2.2913 -1.4264 -1.3286
H -1.3063 -1.9657 -0.3045
O 0.5349 0.7579 -0.1157
O 2.7733 -2.3785 -1.2187
O 0.0824 -4.4371 0.3551
O -1.5236 -1.1265 2.7803
O 4.0784 1.2915 2.7267
O -4.0211 0.9987 -2.5278
O 1.4458 -1.1348 -2.7636
O 1.9473 1.3995 -2.5070
O 0.7227 2.7344 3.2903
O 2.5880 3.1662 -0.5070
O -4.6283 1.1567 0.9636
O 0.5711 -2.7872 2.3551
O -2.7485 2.3870 -0.7823
O -1.4175 -1.8258 -1.2516

Values from the calculation:
* Kohn-Sham gap: 0.3647 hartree
* HOMO: -0.3765 hartree
* energy relative to the best compared isomer or geometry (same formula, charge and spin): 4.369 eV
* LUMO: -0.3 eV

Q: Which formula does entry 2 have?
A: H28O14